[1]
The following is a DFT calculation (ωB97M-V/def2-TZVPD) of the molecule C15H12O3S.

Cartesian coordinates (Å):
C -3.327 -2.513 -0.588
C -4.223 -2.269 0.348
C -4.311 -1.018 1.170
O -3.239 -0.109 0.934
C -3.390 0.757 -0.074
O -4.365 0.836 -0.770
C -2.150 1.652 -0.217
O -2.274 2.831 -0.472
C -0.878 0.959 -0.053
C 0.280 1.621 -0.243
C 1.615 1.114 -0.101
C 2.656 1.965 0.155
S 4.166 1.197 0.406
C 3.442 -0.364 0.112
C 4.108 -1.579 0.109
C 3.389 -2.718 -0.186
C 2.033 -2.635 -0.495
C 1.373 -1.425 -0.488
C 2.064 -0.258 -0.157
H -3.330 -3.431 -1.147
H -2.559 -1.802 -0.846
H -4.993 -2.990 0.586
H -5.263 -0.514 0.956
H -4.263 -1.260 2.236
H -0.916 -0.071 0.259
H 0.203 2.675 -0.487
H 2.596 3.033 0.249
H 5.164 -1.622 0.326
H 3.882 -3.678 -0.193
H 1.492 -3.533 -0.751
H 0.332 -1.380 -0.764

As for the SMILES: C=CCOC(=O)C(=O)/C=C/c1csc2ccccc12. The energy relative to the best compared isomer or geometry (same formula, charge and spin) comes out at 1.4 kcal per mole. The calculation puts the frontier orbital gap at 0.286 hartree. Its LUMO energy is -0.65 eV. Its electronic energy is -1202.66958 hartree.

***

[2]
The following is a DFT calculation (ωB97M-V/def2-TZVPD) of a structure of composition C11H20MgN3P2 in a non-equilibrium geometry.

Cartesian coordinates (Å):
C -1.035 0.588 0.550
C -2.221 -0.017 -0.010
C -2.382 0.400 -1.381
C -1.408 1.380 -1.691
C -0.566 1.566 -0.541
Mg -0.367 -0.435 -1.263
P 0.134 -1.562 1.103
H -0.839 0.932 1.559
H -2.929 -0.599 0.577
H -3.280 0.154 -2.003
H 0.049 2.418 -0.331
H -1.385 1.983 -2.567
H 1.026 -2.489 0.579
H -0.680 -2.318 2.025
H 0.832 -0.663 2.006
C 4.854 1.916 0.182
N 4.294 0.889 1.091
C 4.763 -0.453 0.656
N 4.418 -0.740 -0.754
C 4.958 0.344 -1.629
N 4.509 1.695 -1.244
C 3.103 1.936 -1.531
P 2.136 0.663 -0.522
C 2.842 0.996 1.164
C 2.981 -0.907 -0.976
H 5.963 1.874 0.253
H 4.454 2.887 0.510
H 4.297 -1.220 1.296
H 5.873 -0.483 0.761
H 4.622 0.127 -2.653
H 6.067 0.335 -1.542
H 2.822 2.969 -1.281
H 2.893 1.832 -2.603
H 2.457 0.318 1.932
H 2.603 2.018 1.486
H 2.819 -1.113 -2.039
H 2.623 -1.775 -0.416

The energy relative to the best compared isomer or geometry (same formula, charge and spin) comes out at 0.0 kcal per mole. The calculation puts the frontier orbital gap at 0.107 hartree. Its LUMO energy is 2.84 eV. The total charge is -1. Its electronic energy is -1477.98182 hartree.

***

[3]
The following is a DFT calculation (ωB97M-V/def2-TZVPD) of a structure of composition C22H45N2O2P3PtS in a non-equilibrium geometry.

Cartesian coordinates (Å):
P -2.559 1.202 -3.540
C -3.343 2.032 -2.098
H -4.431 2.090 -2.232
H -2.922 3.043 -2.027
H -3.095 1.488 -1.177
C -3.577 1.921 -4.888
H -3.288 1.436 -5.829
H -3.354 2.992 -4.964
H -4.645 1.765 -4.694
C -3.399 -0.433 -3.387
H -4.487 -0.295 -3.454
H -3.130 -0.909 -2.435
H -3.059 -1.074 -4.211
P 0.746 -3.502 0.754
C 0.111 -2.869 2.317
H 0.350 -3.548 3.145
H -0.977 -2.748 2.256
H 0.571 -1.895 2.510
C -0.257 -4.913 0.232
H 0.191 -5.376 -0.656
H -1.251 -4.539 -0.042
H -0.347 -5.656 1.034
C 2.449 -4.066 0.985
H 2.486 -4.896 1.700
H 3.048 -3.230 1.362
H 2.871 -4.389 0.026
P 3.687 1.752 0.497
C 3.648 2.692 2.030
H 4.409 3.485 1.990
H 3.856 2.041 2.891
H 2.660 3.156 2.165
C 5.370 1.265 0.106
H 5.942 2.149 -0.214
H 5.371 0.526 -0.708
H 5.854 0.824 0.990
C 2.964 2.704 -0.838
H 3.714 3.434 -1.188
H 2.082 3.263 -0.487
H 2.664 2.069 -1.684
Pt 0.759 -1.880 -1.421
C -0.863 -0.868 -0.576
O -2.000 -1.279 -0.351
C 2.825 0.182 0.881
O 2.406 -0.660 1.589
C 2.663 -2.242 -2.222
C 2.349 -0.875 -2.363
C 1.104 -0.489 -2.911
C 0.204 -1.479 -3.389
C 0.549 -2.841 -3.296
C 1.758 -3.225 -2.677
H 3.553 -2.541 -1.667
H 3.003 -0.115 -1.931
H 0.810 0.559 -2.930
H -0.784 -1.185 -3.747
H -0.181 -3.603 -3.578
H 1.954 -4.280 -2.486
C -3.253 -0.205 4.030
C -1.850 0.045 3.523
N -1.859 0.238 2.057
C -1.124 1.139 1.409
S -0.353 0.770 -0.158
N -0.887 2.374 1.897
C -1.908 3.136 2.650
C -1.325 4.450 3.129
H -3.930 0.604 3.734
H -3.241 -0.260 5.122
H -3.651 -1.151 3.646
H -1.389 0.922 3.988
H -1.200 -0.816 3.746
H -2.173 -0.562 1.498
H -0.296 2.948 1.290
H -2.785 3.315 2.005
H -2.239 2.524 3.493
H -1.061 5.103 2.290
H -2.073 4.967 3.736
H -0.437 4.289 3.751

The expectation value of S² is 6.01. The energy relative to the best compared isomer or geometry (same formula, charge and spin) comes out at 5.5 kcal per mole. The calculation puts the frontier orbital gap (alpha / beta) at 0.178 / 0.194 hartree. Its LUMO energy (alpha / beta) is -11.59 / -14.46 eV. The spin multiplicity is 5. The total charge is +4. Its electronic energy is -2665.14098 hartree.